Record 1
Below is a cluster of 11 separate species, C23H37Cl30NO3S in total, with properties calculated with the ωB97M-V functional and the def2-TZVPD basis.

```
95
Properties=species:S:1:pos:R:3
C 2.5016 0.7179 4.0043
C 3.2184 1.4222 2.7882
C 2.2416 2.5295 2.2247
C 2.6587 3.0740 0.8170
C 1.9143 2.4609 -0.4146
C 1.7361 0.9055 -0.4238
C 0.3032 0.4499 -0.9292
C -0.5045 -0.2981 0.1720
C -1.1403 0.6064 1.2800
C -1.3376 2.0989 0.8724
C -2.4421 2.8064 1.7509
C -2.3050 4.3581 1.7987
N -1.4501 4.9075 0.7316
C -3.8278 2.3315 1.1568
S -3.7012 0.4873 1.0652
O -3.8557 0.0591 -0.3383
O -4.8266 -0.0362 1.8949
O -2.3340 -0.0397 1.7919
H 1.7607 1.4319 4.4224
H 3.2172 0.4792 4.8146
H 1.9443 -0.1935 3.7084
H 4.1219 1.9379 3.1579
H 3.5044 0.6842 2.0205
H 1.2275 2.0913 2.2663
H 2.2832 3.3644 2.9491
H 3.7518 2.9616 0.7065
H 2.4176 4.1527 0.8099
H 2.5444 2.7005 -1.2989
H 0.9394 2.9443 -0.6238
H 2.4845 0.4834 -1.1209
H 1.8967 0.4121 0.5514
H -0.2390 1.2724 -1.4249
H 0.5019 -0.3032 -1.7210
H -1.2242 -0.9798 -0.3121
H 0.2286 -0.9473 0.6889
H -0.4216 0.6114 2.1242
H -1.6842 2.1851 -0.1763
H -0.4070 2.6670 1.0064
H -2.3930 2.3446 2.7601
H -3.3126 4.8040 1.6919
H -1.9438 4.6428 2.8076
H -0.6248 5.3165 1.1584
H -1.9013 5.6977 0.2850
H -4.6901 2.6478 1.7599
H -3.8819 2.6600 0.1021
Cl -0.9350 -1.9050 5.9162
C -0.8738 -2.5075 4.2566
Cl 0.4490 -1.7377 3.3666
Cl -0.6991 -4.2662 4.2348
H -1.8068 -2.2506 3.7661
Cl 4.0849 5.1112 -2.2758
C 4.9642 6.0867 -1.0933
Cl 4.0476 6.2241 0.4098
Cl 6.5628 5.4002 -0.7844
H 5.0946 7.0819 -1.5036
Cl 4.0644 -2.5475 -4.2664
C 2.5264 -1.6769 -4.3330
Cl 1.2436 -2.5907 -3.5277
Cl 2.6880 -0.0707 -3.6068
H 2.2509 -1.5523 -5.3741
Cl -3.5331 -8.5673 3.7610
C -2.3189 -7.6509 2.8609
Cl -0.9139 -7.3161 3.8777
Cl -1.8379 -8.5209 1.4007
H -2.7574 -6.7047 2.5647
Cl 1.4469 -1.2558 -9.3774
C 0.4831 -0.3795 -8.1854
Cl -0.8521 -1.3809 -7.6066
Cl 1.4979 0.1401 -6.8341
H 0.0683 0.5019 -8.6599
Cl 1.7906 -4.5349 -8.0849
C 1.8889 -5.0543 -9.7698
Cl 3.2437 -4.2654 -10.5867
Cl 2.0364 -6.8118 -9.8743
H 0.9735 -4.7598 -10.2695
Cl 3.8572 9.9506 2.9042
C 5.0519 10.3484 1.6642
Cl 5.6875 8.8770 0.9202
Cl 4.3491 11.4121 0.4407
H 5.8730 10.8722 2.1389
Cl -9.4585 0.1601 1.6305
C -8.2396 1.2457 2.3059
Cl -8.3398 2.8436 1.5514
Cl -8.4251 1.3763 4.0587
H -7.2579 0.8299 2.0963
Cl -8.0326 -9.3121 3.1941
C -7.0758 -10.4739 4.1192
Cl -7.2561 -10.1893 5.8544
Cl -7.5371 -12.1292 3.7075
H -6.0328 -10.3378 3.8586
Cl 5.9206 -6.1565 -2.6912
C 4.2119 -6.5929 -2.8220
Cl 3.2041 -5.1436 -2.8894
Cl 3.9364 -7.6092 -4.2416
H 3.9380 -7.1599 -1.9402
```

The value obtained for the gap between HOMO and LUMO is 0.3781 Ha. The spin multiplicity is 1. The HOMO energy is -10.2 eV. As for the LUMO energy: 0.12 eV.

Record 2
Below is a structure of composition C23H37N10PSeV, with properties calculated with the ωB97M-V functional and the def2-TZVPD basis.

```
73
Properties=species:S:1:pos:R:3
V 0.5442 -0.5144 0.8621
C 4.4752 2.3267 -1.3095
N 3.6229 1.1145 -1.2681
C 3.4001 0.1058 -2.2609
C 2.4543 -0.7349 -1.7685
N 2.0138 -0.2914 -0.5411
C 2.7160 0.8583 -0.2421
P 2.9160 1.6646 1.4163
C 1.1637 2.1376 1.7858
N 0.1892 1.2321 1.9972
C -0.8420 1.8849 2.6398
C -0.5178 3.2002 2.8185
N 0.8066 3.3745 2.3022
C 1.6584 4.6018 2.3112
C 2.9554 0.1231 2.3941
N 2.0814 -0.9474 2.2957
C 2.6226 -1.9293 3.0706
C 3.7983 -1.5408 3.6159
N 4.0115 -0.2021 3.1813
C 5.1151 0.7070 3.5453
H 4.7668 2.4662 -2.3714
H 3.9558 3.2862 -1.0054
H 5.4027 2.1795 -0.7119
H 3.9598 0.0964 -3.1915
H 1.9675 -1.6124 -2.1757
H -1.7377 1.3432 2.8680
H -1.1015 3.9935 3.2894
H 1.0586 5.4023 2.7800
H 2.5153 4.4563 2.9515
H 1.9536 4.9295 1.3142
H 2.0743 -2.8633 3.2192
H 4.5032 -2.0383 4.2688
H 5.6563 0.1577 4.3552
H 5.8330 0.8748 2.7164
H 4.7291 1.6557 3.9906
C -0.8345 -4.7981 -1.1221
N -2.0009 -4.2290 -0.4543
C -3.3651 -4.3693 -0.8305
C -4.0965 -3.6485 0.0579
N -3.1821 -3.1076 1.0073
C -3.5661 -2.3765 2.2391
C -1.9420 -3.4059 0.5959
Se -0.3508 -3.0246 1.5413
H -1.1061 -5.1151 -2.1451
H -0.4421 -5.6884 -0.5777
H -0.0095 -4.0684 -1.1647
H -3.6690 -5.0693 -1.6077
H -5.1779 -3.5167 0.1734
H -4.4076 -1.7100 2.0133
H -2.7344 -1.7592 2.5322
H -3.8484 -3.1135 3.0079
C -2.2732 -1.3762 -3.3871
C -3.2151 -0.5588 -2.5049
N -2.6345 0.7385 -2.0422
C -3.2224 1.9867 -2.6161
C -2.6899 2.3776 -4.0036
C -1.5717 0.7483 -1.1977
C -0.7772 2.0578 -1.1565
N -1.1582 -0.2777 -0.4380
H -2.7143 -2.3709 -3.6021
H -1.3108 -1.5376 -2.8702
H -2.0901 -0.8923 -4.3466
H -3.5918 -1.1145 -1.6264
H -4.1181 -0.2949 -3.0633
H -3.0588 2.7478 -1.8665
H -4.3127 1.8210 -2.6494
H -1.5902 2.4287 -3.9948
H -3.0951 3.3386 -4.3254
H -2.9822 1.6695 -4.7938
H -1.3717 2.7997 -0.5492
H -0.6014 2.4123 -2.1847
H 0.2017 1.8796 -0.7158
H -1.8108 -1.0808 -0.4751
```

As for the expectation value of S²: 2.031. The value obtained for the gap between HOMO and LUMO (alpha / beta) is 0.2600 / 0.2974 Ha. The spin multiplicity is 3. The HOMO energy (alpha / beta) is -16.6 / -16.7 eV. The net charge is +3. As for the LUMO energy (alpha / beta): -9.55 / -8.60 eV.

Record 3
Below is a structure of composition C23H38AsF4N2Si2Ta, with properties calculated with the ωB97M-V functional and the def2-TZVPD basis.

```
71
Properties=species:S:1:pos:R:3
Ta -1.1595 0.2229 0.0458
C 1.6741 2.9754 1.4373
C 1.5152 1.9234 2.5166
N 1.3065 0.5635 1.9758
C 2.5584 0.1213 1.3221
C 2.6589 -1.3499 0.9600
C 0.8580 -0.3729 3.0177
C -0.1023 -1.4183 2.4453
N -1.2243 -0.7372 1.7637
C -2.1931 -0.1894 2.6481
C -2.3592 1.1868 2.5949
F -1.5724 1.8216 1.6281
C -3.2965 1.8671 3.3321
F -3.4381 3.1774 3.1798
C -4.0892 1.1516 4.2125
C -3.9304 -0.2212 4.2993
F -4.6829 -0.9232 5.1233
C -2.9982 -0.9031 3.5186
F -2.8943 -2.2214 3.5993
H 1.7669 3.9685 1.8758
H 0.8105 2.9992 0.7601
H 2.5608 2.8115 0.8277
H 0.6703 2.1644 3.1572
H 2.3996 1.9343 3.1678
H 3.4027 0.3766 1.9772
H 2.6845 0.7231 0.4195
H 2.6589 -2.0038 1.8313
H 3.6074 -1.5184 0.4490
H 1.8638 -1.6742 0.2889
H 0.3591 0.1868 3.8108
H 1.6966 -0.8836 3.4976
H -0.5006 -2.0727 3.2219
H 0.3995 -2.0383 1.7077
H -4.8234 1.6597 4.8238
C -2.9321 -0.5114 -1.1502
C -3.7183 -0.0860 -0.0241
C -3.6701 1.2924 0.0340
C -2.8485 1.7586 -1.0425
C -2.5084 0.6623 -1.8476
H -2.9080 -1.5103 -1.5573
H -4.2185 -0.7478 0.6664
H -4.1469 1.9251 0.7654
H -2.6068 2.7893 -1.2603
H -2.0234 0.6949 -2.8070
C 3.8892 0.3882 -2.4228
Si 2.2656 1.1006 -2.9612
C 2.0618 2.9101 -2.6078
C 1.7371 0.6154 -4.6709
As 0.6923 0.0656 -1.4197
Si 0.1290 -2.2177 -2.0846
C 1.8072 -2.9357 -2.4169
C -0.6498 -3.1952 -0.6848
C -0.9149 -2.1770 -3.6216
H 4.6698 0.7108 -3.1178
H 3.8827 -0.7028 -2.4277
H 4.1661 0.7412 -1.4283
H 2.6571 3.4853 -3.3218
H 2.4091 3.1670 -1.6070
H 1.0230 3.2237 -2.7218
H 2.3479 1.1515 -5.4020
H 0.6953 0.8796 -4.8585
H 1.8781 -0.4513 -4.8541
H 2.5108 -2.8087 -1.5938
H 2.2542 -2.5403 -3.3298
H 1.6641 -4.0126 -2.5583
H 0.1288 -3.5083 0.0128
H -1.0643 -4.0996 -1.1441
H -1.4629 -2.7714 -0.0974
H -0.3610 -1.7626 -4.4655
H -1.8474 -1.6212 -3.5312
H -1.1747 -3.2091 -3.8767
```

The value obtained for the gap between HOMO and LUMO is 0.2265 Ha. The spin multiplicity is 1. The HOMO energy is -13.9 eV. Its relative energy (zero: lowest compared OMol25 entry of this formula, charge and spin) is 60.13 kcal/mol. The net charge is +2. As for the LUMO energy: -7.75 eV.

Calculated total energy (eV)
-418589.032 -139653.618 -116448.452